ORCA calculation (the ωB97M-V functional and the def2-TZVPD basis) on the ion C3H8N3S with charge +1.

Structure (XYZ):
```
15
Properties=species:S:1:pos:R:3:forces:R:3
C -0.09383 -1.49641 0.25730 0.390 1.679 0.111
C 0.56508 0.56699 -0.91575 0.868 -5.291 1.936
C -0.39475 -0.00528 0.19433 2.860 1.010 -0.790
N 0.95974 -2.04480 -0.07053 0.452 -0.077 -0.003
N 2.25767 1.02881 1.01442 -0.539 0.386 0.387
N -1.86325 0.13725 -0.10783 0.203 -1.073 -2.005
S 2.37073 0.30499 -0.37088 -1.829 0.269 0.108
H -0.98115 -1.96149 0.54189 -1.399 -2.060 0.748
H 0.52381 -0.26653 -1.61763 -0.149 1.128 -1.343
H 0.34825 1.53374 -1.06997 -0.417 3.433 -1.406
H -0.09777 0.59573 1.06819 -0.715 -0.526 0.323
H 3.09809 1.18886 1.55578 0.420 -0.296 -0.265
H -2.12840 1.07972 -0.40305 0.055 -0.108 -0.297
H -2.35139 -0.04092 0.73167 -0.979 -0.262 1.410
H -2.21282 -0.62065 -0.80794 0.779 1.789 1.087
```
Forces are in eV/Å.

Its net charge is +1. The HOMO-LUMO gap (alpha / beta) comes out at 7.07 / 9.51 eV. For the relative energy (zero: lowest compared OMol25 entry of this formula, charge and spin), the calculation gives 4.622 eV. As for the HOMO energy (alpha / beta): -11.908 / -13.629 eV.